Arrangement i

The following is a DFT calculation (ωB97M-V with the def2-TZVPD basis set) of a cluster of 2 separate species, C2H9OS in total.

Last columns: bonded neighbours and bond lengths (Å).
CARTESIAN COORDINATES (ANGSTROEM)
1 H 0.681 1.773 -0.801  C10 1.129
2 H 1.365 -0.876 1.716  C13 1.099
3 H 2.491 -0.698 0.453  C13 1.034
4 H 1.687 0.709 -1.836  C10 1.045
5 H 0.107 0.985 -2.267  C10 1.043
6 S 0.122 -0.542 -0.466  H7 1.331, C10 1.801, C13 1.865
7 H -0.633 0.193 0.346  S6 1.331
8 H 1.484 -2.160 0.642  C13 1.118
9 H -2.279 1.885 1.283  O12 0.960
10 C 0.729 0.845 -1.442  H1 1.129, H4 1.045, H5 1.043, S6 1.801
11 H -3.043 0.561 1.559  O12 0.960
12 O -2.174 0.937 1.394  H9 0.960, H11 0.960
13 C 1.535 -1.043 0.644  H2 1.099, H3 1.034, S6 1.865, H8 1.118

Computed properties:
**LUMO level**: -3.4267 eV
**Kohn-Sham gap**: 0.46144 Ha
**E_HOMO**: -0.5874 Ha
**Charge**: +1


Arrangement ii

The following is a DFT calculation (ωB97M-V with the def2-TZVPD basis set) of a cluster of 3 separate species, C2H9OS in total.

Last columns: bonded neighbours and bond lengths (Å).
CARTESIAN COORDINATES (ANGSTROEM)
1 H -0.732 2.916 -1.447  C9 1.088
2 H 1.043 3.051 -1.477  C9 1.095
3 H 1.516 0.877 -0.692  C13 1.092
4 H -1.127 -2.532 2.036  O11 0.957
5 H -0.244 -1.140 0.206  S10 1.412
6 H 3.267 -4.132 2.278  H12 0.730
7 H 0.346 -2.653 1.929  O11 0.972
8 H 0.147 3.168 0.053  C9 1.104
9 C 0.185 2.655 -0.924  H1 1.088, H2 1.095, H8 1.104, C13 1.452
10 S -0.585 0.080 -0.418  H5 1.412, C13 1.618
11 O -0.439 -2.521 1.371  H4 0.957, H7 0.972
12 H 3.683 -4.442 2.792  H6 0.730
13 C 0.493 1.257 -0.682  H3 1.092, C9 1.452, S10 1.618

Computed properties:
**LUMO level**: -6.1676 eV
**Kohn-Sham gap**: 0.36808 Ha
**E_HOMO**: -0.5947 Ha
**Charge**: +1


Tell me which of them is the most stable. Sure, it is arrangement i.


Arrangement i

The following is a DFT calculation (ωB97M-V with the def2-TZVPD basis set) of a cluster of 2 separate species, C2H9OS in total.

Last columns: bonded neighbours and bond lengths (Å).
CARTESIAN COORDINATES (ANGSTROEM)
1 H 1.184 -1.895 -0.027  C13 1.091
2 H 1.744 1.359 -0.163  C9 1.090
3 H -3.348 0.550 1.070  O7 0.964
4 H -1.183 -0.195 -0.233  S8 1.375
5 H 0.692 -2.126 -1.756  C13 1.088
6 H 1.110 0.495 1.175  C9 1.075
7 O -2.406 0.359 0.999  H3 0.964, H11 0.962
8 S -0.014 -0.023 -0.938  H4 1.375, C9 1.803, C13 1.830
9 C 0.811 1.015 0.283  H2 1.090, H6 1.075, S8 1.803, H12 1.084
10 H 2.091 -1.019 -1.292  C13 1.090
11 H -1.975 1.054 1.507  O7 0.962
12 H 0.167 1.879 0.397  C9 1.084
13 C 1.127 -1.451 -1.022  H1 1.091, H5 1.088, S8 1.830, H10 1.090

Computed properties:
**LUMO level**: -3.4083 eV
**Kohn-Sham gap**: 0.47109 Ha
**E_HOMO**: -0.5963 Ha
**Charge**: +1


Arrangement ii

The following is a DFT calculation (ωB97M-V with the def2-TZVPD basis set) of a cluster of 3 separate species, C2H9OS in total.

Last columns: bonded neighbours and bond lengths (Å).
CARTESIAN COORDINATES (ANGSTROEM)
1 H -0.381 -2.900 -0.713  C3 1.128
2 O 1.876 0.061 2.157  H8 0.974, H13 0.962
3 C -0.125 -2.022 -1.373  H1 1.128, H6 1.078, C11 1.514, H12 1.100
4 H -3.644 4.623 -0.394  H7 0.742
5 H -0.928 -0.617 0.056  C11 1.083
6 H 0.759 -2.473 -1.793  C3 1.078
7 H -3.973 4.607 0.271  H4 0.742
8 H 2.740 -0.346 2.346  O2 0.974
9 S 1.373 -0.106 -0.581  H10 1.280, C11 1.555
10 H 1.488 0.983 0.082  S9 1.280
11 C -0.040 -0.755 -0.549  C3 1.514, H5 1.083, S9 1.555
12 H -0.956 -1.976 -2.092  C3 1.100
13 H 1.812 0.921 2.583  O2 0.962

Computed properties:
**LUMO level**: -6.0501 eV
**Kohn-Sham gap**: 0.36512 Ha
**E_HOMO**: -0.5875 Ha
**Charge**: +1


Tell me which of them is the most stable. Sure, it is arrangement i.


Arrangement i

The following is a DFT calculation (ωB97M-V with the def2-TZVPD basis set) of the molecule ClHNO2P.

Last columns: bonded neighbours and bond lengths (Å).
CARTESIAN COORDINATES (ANGSTROEM)
1 O -0.874 -1.490 -0.410  N3 1.189
2 H 1.098 1.146 -0.223  P5 1.530
3 N 0.113 -0.997 0.032  O1 1.189, P5 2.145, O6 1.175
4 Cl -1.574 1.596 -0.280  P5 1.988
5 P -0.022 0.997 0.808  H2 1.530, N3 2.145, Cl4 1.988
6 O 1.259 -1.252 0.073  N3 1.175

Computed properties:
**LUMO level**: -0.4473 eV
**Kohn-Sham gap**: 0.34258 Ha
**E_HOMO**: -0.3590 Ha


Arrangement ii

The following is a DFT calculation (ωB97M-V with the def2-TZVPD basis set) of the molecule ClHNO2P.

Last columns: bonded neighbours and bond lengths (Å).
CARTESIAN COORDINATES (ANGSTROEM)
1 P -2.891 0.540 0.375  O2 1.775, Cl3 1.940, O5 1.468
2 O -1.326 -0.238 0.070  P1 1.775, N4 1.357
3 Cl -4.045 -0.941 -0.111  P1 1.940
4 N -0.222 0.429 -0.352  O2 1.357, H6 1.096
5 O -3.099 1.825 -0.304  P1 1.468
6 H 0.696 -0.007 0.059  N4 1.096

Computed properties:
**LUMO level (alpha / beta)**: -0.6167 / -2.4399 eV
**Kohn-Sham gap (alpha / beta)**: 0.34198 / 0.27676 Ha
**E_HOMO (alpha / beta)**: -0.3646 / -0.3664 Ha


Arrangement iii

The following is a DFT calculation (ωB97M-V with the def2-TZVPD basis set) of the molecule ClHNO2P.

Last columns: bonded neighbours and bond lengths (Å).
CARTESIAN COORDINATES (ANGSTROEM)
1 Cl -1.187 -1.782 0.437  P4 1.948
2 N -0.019 0.898 0.024  P4 1.881, O5 1.252, O6 1.205
3 H 1.046 -1.093 -0.174  P4 1.324
4 P -0.073 -0.785 -0.812  Cl1 1.948, N2 1.881, H3 1.324
5 O 1.132 1.042 0.497  N2 1.252
6 O -0.900 1.720 0.028  N2 1.205

Computed properties:
**LUMO level**: -0.3979 eV
**Kohn-Sham gap**: 0.36259 Ha
**E_HOMO**: -0.3772 Ha


Tell me which of them is the most stable. Sure, it is arrangement ii.